Entry 1:
Below is a structure of composition C51H47N3O4P3RuS2, with properties calculated with wB97M-V/def2-TZVPD.

The HOMO energy (spin up / spin down) comes out at -3.0 / -3.1 eV. As for the net charge: -1. The HOMO-LUMO gap (spin up / spin down) is 5.15 / 5.23 eV.

Cartesian coordinates (Å):
Ru (-0.0817, -0.2478, 0.3139)
S (0.7748, -0.2578, -5.4975)
S (0.8998, -0.5124, -2.0967)
P (1.7344, -0.8061, -3.8620)
P (-1.6058, -1.2933, 2.9651)
P (0.8952, -2.5636, 2.2047)
O (1.3875, -1.4773, 1.3157)
O (0.1307, 2.9801, -3.7398)
O (-1.1203, -1.8327, 0.0527)
O (-0.8374, -0.1397, 2.3831)
N (-1.9067, 3.6820, -2.9497)
N (-1.5408, 0.8912, -0.5844)
N (-0.6399, 5.0135, -4.3715)
C (1.5306, -6.6020, 1.8507)
C (-1.3025, 6.2366, -4.2474)
C (-1.2246, -1.4707, 7.5469)
C (5.8824, 1.2501, -3.8273)
C (-6.1343, -0.7126, 2.8684)
C (1.5006, -4.1958, 1.7284)
C (2.6677, -6.6265, 1.0544)
C (-1.2414, 1.8100, -1.4980)
C (1.5222, -3.1340, 4.9153)
C (5.0501, 1.3597, -2.7243)
C (-1.3547, 7.0747, -5.3645)
C (2.0793, -2.8002, 6.1390)
C (2.1884, -0.9940, 4.0243)
C (-1.7766, -2.5431, 6.8565)
C (2.7529, -0.6666, 5.2518)
C (4.2158, -0.0774, -4.9435)
C (-1.4212, -1.3826, 4.7756)
C (-0.7792, -0.3554, 6.8537)
C (3.5769, -4.4334, -3.3027)
C (0.9528, -5.3899, 2.1941)
C (3.0908, -3.1519, -3.1023)
C (-1.8754, -2.4987, 5.4754)
C (1.5713, -2.2303, 3.8580)
C (-3.5485, 2.4518, -1.6964)
C (2.2708, -2.5566, -4.0579)
C (-0.8836, -0.3066, 5.4689)
C (-1.9569, 8.3185, -5.2951)
C (3.3788, 0.0240, -3.8327)
C (-5.2734, 0.3746, 2.9288)
C (-1.8621, 6.7049, -3.0539)
C (-3.1992, 10.1339, -4.0424)
C (2.6991, -1.5657, 6.3044)
C (0.9229, 1.2901, 0.6040)
C (-4.2530, -2.2012, 2.7484)
C (-2.5409, 8.7828, -4.1207)
C (-0.8846, -2.8124, 2.3756)
C (-2.2282, 2.6314, -2.0642)
C (-5.6245, -2.0026, 2.7738)
C (-2.4747, 7.9478, -3.0107)
C (3.2148, -5.4403, 0.5915)
C (-2.8350, 0.7084, -0.2248)
C (2.6270, -4.2244, 0.9118)
C (-0.7335, 3.8051, -3.6621)
C (-3.8564, 1.4576, -0.7518)
C (2.3878, -4.5713, -5.3816)
C (-3.3923, -1.1109, 2.8052)
C (-3.8990, 0.1808, 2.8986)
C (5.4616, 0.5283, -4.9404)
C (3.2228, -5.1511, -4.4402)
C (1.9232, -3.2734, -5.1963)
C (3.8007, 0.7454, -2.7237)
H (-6.2938, -2.8518, 2.7172)
H (-1.7835, 6.1183, -2.1489)
H (-2.8954, 8.2839, -2.0686)
H (-2.7145, 10.7686, -3.2957)
H (-1.1394, -1.5084, 8.6261)
H (-4.8754, 1.2671, -0.4426)
H (2.0333, -3.5016, 6.9633)
H (1.2857, -2.7917, -5.9273)
H (3.1351, 0.8195, -1.8708)
H (-5.6707, 1.3801, 2.9970)
H (2.2077, -0.3061, 3.1876)
H (-0.5295, 0.5540, 4.9131)
H (-2.1295, -3.4142, 7.3955)
H (-2.6326, 4.3592, -3.1149)
H (1.0971, -7.5270, 2.2108)
H (-1.1946, -2.9090, 1.2833)
H (-4.3228, 3.0698, -2.1371)
H (-3.8526, -3.2052, 2.6668)
H (-3.0063, -0.0999, 0.4689)
H (1.9476, 1.3205, 1.0182)
H (5.3696, 1.9251, -1.8562)
H (0.6071, 2.3292, 0.3903)
H (0.0747, -5.3858, 2.8267)
H (4.1025, -5.4599, -0.0249)
H (-3.2158, 1.0215, 2.9348)
H (3.5995, -6.1567, -4.5877)
H (6.8556, 1.7278, -3.8262)
H (-1.0857, -3.6748, 3.0143)
H (-0.1991, 1.9016, -1.7616)
H (3.2322, 0.2966, 5.3812)
H (-1.9787, 8.9414, -6.1829)
H (3.0341, -3.2900, 0.5445)
H (-7.2057, -0.5562, 2.8926)
H (0.1058, 4.9604, -5.0506)
H (-3.1472, 10.6490, -5.0036)
H (3.1260, -7.5726, 0.7936)
H (2.1048, -5.1231, -6.2708)
H (6.1053, 0.4452, -5.8089)
H (3.8740, -0.6252, -5.8146)
H (3.3574, -2.5902, -2.2130)
H (-0.3415, 0.4786, 7.3888)
H (3.1368, -1.3076, 7.2617)
H (4.2386, -4.8822, -2.5740)
H (1.0479, -4.1009, 4.7873)
H (-0.9177, 6.7356, -6.2962)
H (-4.2528, 10.0499, -3.7634)
H (-2.3189, -3.3340, 4.9445)

***

Entry 2:
Below is a structure of composition C51H48BMnN6O4 in a non-equilibrium geometry, with properties calculated with wB97M-V/def2-TZVPD.

The HOMO energy (spin up / spin down) comes out at -3.6 / -4.8 eV. The spin multiplicity is 4. As for the net charge: -1. As for the expectation value of S²: 3.8119. The HOMO-LUMO gap (spin up / spin down) is 5.94 / 7.08 eV.

Cartesian coordinates (Å):
Mn (-0.0278, 0.3141, 0.6694)
O (1.5090, 8.1372, 0.0428)
O (1.4709, 7.8969, -2.2578)
O (0.4001, 2.2314, 0.1755)
O (0.7840, 3.4172, 2.0631)
N (-0.5890, -2.3667, -0.3343)
N (-0.2859, -1.7551, 0.8435)
N (-1.7170, 0.5355, -0.7234)
N (-1.7596, -0.5016, -1.6183)
N (1.2188, 0.0242, -1.1265)
N (0.6907, -0.9142, -1.9610)
C (1.1379, -2.0821, -4.1345)
C (-1.0066, -4.6381, -1.2947)
C (0.1963, -3.8029, 3.9541)
C (5.0690, 3.0557, -1.9514)
C (-3.3867, 0.8306, -2.1986)
C (0.1485, -2.6130, 3.2243)
C (-0.1871, -2.7221, 1.7609)
C (0.4130, -1.4341, 3.9170)
C (4.1031, -0.8559, 2.3759)
C (4.2476, 3.1188, 0.2870)
C (-4.2403, 3.3198, -0.9291)
C (0.7484, -1.4495, 5.2671)
C (-4.6407, 4.5425, -0.4036)
C (1.6698, -0.0949, 1.5922)
C (1.6226, 8.8452, -1.1950)
C (5.2648, -0.2351, 1.8959)
C (2.5282, -0.2621, -2.9260)
C (-2.4417, 0.3132, 2.9990)
C (0.8069, -2.6401, 5.9713)
C (-2.7216, 1.3547, -1.0746)
C (-0.4271, -3.9628, 1.1390)
C (3.3723, 2.0749, -0.0025)
C (-2.7559, -0.3481, -2.5022)
C (1.2863, 6.8169, -0.2887)
C (1.1080, 5.7557, 0.5560)
C (4.2562, -1.9180, 3.2791)
C (5.5161, -2.3165, 3.7131)
C (-3.9180, 5.1323, 0.6271)
C (-2.6220, -1.1686, 3.3842)
C (1.0590, 5.4710, -2.2641)
C (0.5165, -3.8244, 5.3059)
C (2.3490, 0.4385, -1.7132)
C (2.7778, -0.4253, 1.9688)
C (-0.6842, -3.6932, -0.1793)
C (-3.0483, -1.3199, -3.6047)
C (6.6582, -1.6728, 3.2493)
C (1.4659, -1.1165, -3.0372)
C (0.8932, 4.5053, -0.0397)
C (1.2639, 6.6801, -1.6564)
C (5.1002, 3.6210, -0.6821)
C (0.6842, 3.3005, 0.8450)
C (-2.3261, 1.1528, 4.2743)
C (3.3015, 1.5191, -1.2731)
C (4.1806, 2.0262, -2.2359)
C (6.5228, -0.6366, 2.3320)
C (-3.1141, 2.6546, -0.4445)
C (-3.7628, 0.6822, 2.2863)
C (-1.2206, 0.5562, 2.1357)
C (-2.8124, 4.4659, 1.1353)
C (0.8685, 4.3693, -1.4185)
C (-2.4283, 3.2388, 0.6084)
B (-0.6591, -1.5862, -1.6576)
H (4.2488, 3.5287, 1.2917)
H (0.5371, -4.7707, 5.8345)
H (1.0673, -3.1099, -3.7716)
H (0.1883, -1.8404, -4.6165)
H (7.4044, -0.1345, 1.9478)
H (1.0460, 5.3767, -3.3443)
H (-0.2369, -4.6334, -2.0688)
H (-4.6113, 0.4014, 2.9232)
H (-3.2119, 1.0115, 4.9098)
H (-2.2352, 2.2162, 4.0278)
H (-2.2397, 4.8853, 1.9566)
H (-5.5206, 5.0326, -0.8038)
H (-3.2148, -2.3298, -3.2246)
H (-4.2273, 6.0868, 1.0404)
H (0.9646, -0.5081, 5.7620)
H (-1.6261, 2.6936, 1.0611)
H (-3.9467, -0.9985, -4.1303)
H (0.7016, 3.3817, -1.8313)
H (-0.4233, -4.9457, 1.5847)
H (5.6034, -3.1340, 4.4208)
H (-2.2309, -1.3739, -4.3268)
H (-4.2232, 1.2520, -2.7347)
H (5.7276, 3.4211, -2.7308)
H (2.7780, 1.6687, 0.7904)
H (2.6024, 9.3097, -1.2627)
H (3.3417, -0.1840, -3.6297)
H (-3.8388, 1.7467, 2.0866)
H (0.3250, -0.4907, 3.4132)
H (-1.8793, -1.5086, 4.1043)
H (1.9232, -2.0387, -4.8884)
H (-2.5579, -1.8083, 2.4965)
H (-1.4376, 0.8640, 4.8457)
H (-0.9106, -2.3613, -2.5432)
H (-1.9547, -4.3897, -1.7758)
H (4.1642, 1.6382, -3.2452)
H (0.8379, 9.5939, -1.2627)
H (-0.4731, 1.3679, 2.2146)
H (5.7828, 4.4336, -0.4551)
H (1.1309, 5.8409, 1.6367)
H (3.3676, -2.4261, 3.6399)
H (1.0616, -2.6479, 7.0262)
H (-1.0800, -5.6467, -0.8922)
H (-4.8294, 2.8852, -1.7269)
H (-3.8504, 0.1442, 1.3368)
H (5.1700, 0.5644, 1.1737)
H (-0.0165, -4.7479, 3.4701)
H (7.6394, -1.9733, 3.5994)
H (-3.6117, -1.3062, 3.8371)

***

> Look up the net charge of the second one.

-1

***

> Look up the net charge of the first one.

-1